55
Properties=species:S:1:pos:R:3:forces:R:3:lowdin_charge:R:1 method="wB97M-V/def2-TZVPD" gap_ev="7.59 / 5.44" energy_ev=-53342.093 max_force_ev_per_a=0.34 charge=+1 multiplicity=3
Au 0.3155 0.0289 0.1214 -0.13 0.08 0.26 1.13
O -0.4520 -2.3245 -3.1745 -0.03 -0.02 -0.04 0.07
C -0.4352 -1.7318 -2.1088 0.17 0.07 0.02 -0.51
N 0.5664 -0.9876 -1.6291 -0.05 0.01 0.14 -0.12
C 1.7550 -0.7448 -2.4004 -0.04 0.00 -0.08 -0.15
C 2.7384 0.1040 -1.6332 0.00 0.01 0.06 -0.24
C 3.9651 0.4410 -2.1919 0.01 0.01 -0.02 0.00
C 4.8343 1.2508 -1.4904 0.00 -0.01 0.00 -0.02
C 4.4712 1.7070 -0.2285 0.00 -0.01 0.01 -0.04
C 3.2483 1.3268 0.2712 -0.01 0.00 0.01 -0.13
N 2.4062 0.5462 -0.4146 0.07 0.01 -0.12 -0.01
C -1.6343 -1.7936 -1.1775 -0.11 -0.06 0.00 -0.18
C -2.7212 -2.5784 -1.5154 0.00 -0.01 -0.01 0.02
C -3.8101 -2.6182 -0.6600 0.01 0.01 0.00 -0.02
C -3.7828 -1.8669 0.5060 0.01 0.00 0.00 -0.04
C -2.6630 -1.1021 0.7748 -0.01 0.02 0.02 -0.12
N -1.6169 -1.0721 -0.0488 -0.01 -0.07 -0.10 -0.01
H 1.5132 -0.2181 -3.3314 0.01 -0.04 -0.02 0.14
H 2.2340 -1.6842 -2.6939 0.02 0.00 0.01 0.14
H 4.2159 0.0707 -3.1771 0.00 0.01 0.00 0.13
H 5.7878 1.5294 -1.9186 0.00 0.00 -0.01 0.12
H 5.1194 2.3471 0.3518 0.00 0.00 0.00 0.12
H 2.9151 1.6533 1.2495 0.00 0.00 -0.01 0.11
H -2.6778 -3.1336 -2.4418 -0.01 0.00 0.00 0.13
H -4.6724 -3.2263 -0.8982 0.00 0.00 0.00 0.12
H -4.6124 -1.8685 1.1983 0.00 0.00 0.00 0.11
H -2.5937 -0.4915 1.6664 0.00 0.00 0.00 0.11
C -3.6821 7.3486 -2.7630 0.02 -0.01 -0.02 -0.04
C -2.5639 6.5140 -2.2101 0.01 0.01 0.02 -0.25
C -1.7528 6.9993 -1.1852 -0.01 -0.03 -0.02 -0.02
C -0.7023 6.2451 -0.6920 0.01 0.10 0.05 -0.04
C -0.4632 4.9938 -1.2389 0.09 -0.17 0.07 -0.30
C -1.2534 4.4829 -2.2632 -0.02 -0.02 -0.05 -0.04
C -2.3004 5.2480 -2.7383 0.01 0.00 0.01 -0.02
S 0.8578 4.0258 -0.6332 -0.17 0.10 0.13 0.63
O 1.6759 4.8031 0.2546 -0.03 0.02 -0.04 -0.29
O 1.4639 3.2819 -1.6929 -0.01 -0.07 -0.01 -0.27
N 0.0182 2.8252 0.2244 0.22 0.09 -0.15 0.03
C 0.2115 2.6356 1.5402 0.02 -0.11 0.19 -0.39
C 0.4484 3.6244 2.5144 0.01 0.04 0.04 0.04
C 0.5316 3.2524 3.8461 -0.01 -0.04 -0.04 -0.02
C 0.4281 1.9160 4.1908 -0.01 0.02 -0.01 -0.01
C 0.2368 0.9736 3.1770 -0.02 0.00 0.06 -0.10
N 0.1073 1.3139 1.9107 0.03 0.04 -0.34 -0.02
H -4.0020 8.1074 -2.0514 -0.01 0.00 0.00 0.08
H -4.5394 6.7309 -3.0275 -0.01 0.01 0.00 0.09
H -3.3545 7.8603 -3.6706 0.00 0.00 0.01 0.10
H -1.9423 7.9827 -0.7742 -0.01 0.00 0.00 0.12
H -0.0581 6.6276 0.0885 -0.01 -0.01 0.00 0.12
H -1.0337 3.5100 -2.6828 -0.01 0.01 0.00 0.12
H -2.9216 4.8650 -3.5382 0.00 0.00 0.00 0.12
H 0.5426 4.6551 2.2134 -0.01 -0.01 -0.01 0.11
H 0.6888 4.0054 4.6062 0.00 0.00 0.00 0.13
H 0.5016 1.5879 5.2176 0.00 0.00 0.00 0.12
H 0.1890 -0.0843 3.4035 0.01 0.00 -0.02 0.12

---

58
Properties=species:S:1:pos:R:3:forces:R:3:lowdin_charge:R:1 method="wB97M-V/def2-TZVPD" gap_ev="7.59 / 4.90" energy_ev=-134281.722 max_force_ev_per_a=1.23 charge=+3 de_lowest_kcal_mol=0.0 multiplicity=2
Ir 1.4316 0.8471 0.5988 -1.18 0.33 0.01 1.22
N 3.1592 1.0658 4.5123 -0.04 0.01 0.11 0.14
C 2.7240 1.1583 3.2668 -0.10 -0.06 -0.14 -0.75
S 1.2078 0.3277 2.8645 0.37 0.16 -0.11 0.68
N 3.4493 1.8689 2.4212 0.09 0.09 0.14 0.04
N 2.9497 1.9490 1.1771 -0.30 0.01 -0.09 -0.22
C 3.4744 2.7287 0.2928 0.00 -0.04 0.06 -0.02
C 2.8639 2.7364 -1.0346 0.00 0.02 -0.01 -0.26
C 3.2929 3.5718 -2.0484 -0.01 0.02 -0.06 0.04
C 2.6413 3.5288 -3.2766 0.04 0.02 0.03 0.01
C 1.5792 2.6583 -3.4492 -0.03 -0.04 0.03 0.00
C 1.2036 1.8430 -2.3919 -0.04 -0.02 -0.06 -0.08
N 1.8291 1.8709 -1.2177 0.29 -0.06 0.18 -0.06
H 2.6450 0.5567 5.2121 0.01 -0.01 -0.01 0.12
H 3.9810 1.5802 4.7948 0.00 -0.01 -0.02 0.14
H 4.3223 3.3468 0.5619 0.00 0.01 -0.03 0.16
H 4.1193 4.2485 -1.8773 0.00 0.00 0.00 0.14
H 2.9606 4.1729 -4.0849 0.00 0.00 0.00 0.14
H 1.0454 2.6027 -4.3870 0.00 -0.01 0.00 0.13
H 0.3803 1.1457 -2.4798 0.01 0.00 -0.02 0.12
C -0.1475 3.5721 1.2010 -0.02 0.09 0.09 0.02
O -0.2746 2.1935 0.7570 0.39 0.18 0.06 -0.27
C -1.5288 1.6162 0.7634 0.03 -0.21 -0.02 -0.19
C -2.6725 2.2918 1.1437 0.00 0.00 0.01 -0.01
C -3.8891 1.6170 1.1569 -0.10 0.11 0.05 -0.64
Br -5.4366 2.5251 1.6974 0.10 -0.07 -0.04 0.89
C -3.9568 0.2880 0.7887 0.04 -0.04 0.01 -0.03
C -2.8072 -0.3886 0.3601 -0.11 -0.03 0.00 -0.06
C -1.5897 0.2854 0.3625 0.08 0.25 0.20 -0.15
O -0.3573 -0.3000 0.0355 -0.03 -0.17 -0.47 -0.09
C -3.0106 -1.7750 -0.0547 0.05 0.00 -0.03 -0.19
N -3.9099 -2.5657 0.5515 -0.04 -0.01 0.00 0.24
C -3.8999 -3.7137 -0.1249 0.04 0.05 -0.02 -0.15
C -4.6947 -4.8830 0.0955 -0.01 -0.03 -0.01 0.08
C -4.5436 -5.9134 -0.7844 -0.02 0.02 0.05 -0.01
C -3.6278 -5.8171 -1.8595 0.04 0.01 -0.04 0.06
C -2.8132 -4.6801 -2.0921 0.02 -0.03 0.00 0.06
C -2.9594 -3.6578 -1.2077 -0.07 -0.02 -0.01 -0.14
N -2.3858 -2.3903 -1.0919 0.05 0.04 0.04 0.19
H -0.6891 4.2231 0.5176 -0.01 -0.03 -0.01 0.12
H 0.9131 3.7984 1.1745 -0.01 -0.01 -0.03 0.09
H -0.5186 3.6697 2.2194 0.01 -0.04 0.01 0.12
H -2.6373 3.3268 1.4504 -0.01 0.00 0.00 0.12
H -4.8968 -0.2442 0.8172 0.00 0.01 0.00 0.13
H -0.3624 -1.2583 0.1642 0.00 -0.01 0.13 0.13
H -5.3866 -4.9131 0.9264 0.00 -0.01 0.00 0.14
H -5.1248 -6.8184 -0.6771 0.00 0.00 0.00 0.14
H -3.5425 -6.6535 -2.5419 0.00 0.00 0.00 0.14
H -2.1333 -4.6567 -2.9326 0.00 0.00 0.00 0.14
H -1.8647 -1.9180 -1.8155 -0.01 -0.02 -0.02 0.18
S 4.0830 -2.7387 0.5209 -0.04 0.03 0.00 1.17
C 4.5768 -1.6326 -0.6787 0.01 -0.01 -0.01 -0.32
C 3.7762 -0.5435 -0.6796 -0.03 -0.04 -0.02 -0.19
N 2.7714 -0.5915 0.2686 0.43 -0.45 0.10 -0.23
C 2.8305 -1.7119 0.9747 0.12 0.00 -0.06 -0.47
H 5.4209 -1.8319 -1.3192 0.00 0.01 0.00 0.10
H 3.8602 0.3001 -1.3426 0.00 0.01 0.01 0.11
H 2.1686 -1.9184 1.8004 0.01 -0.02 -0.01 0.05

---

56
Properties=species:S:1:pos:R:3:forces:R:3:lowdin_charge:R:1 method="wB97M-V/def2-TZVPD" gap_ev="7.34 / 7.48" energy_ev=-79564.393 max_force_ev_per_a=0.62 charge=+1 multiplicity=5
Cr -0.1066 0.5286 -0.0722 0.07 0.26 0.56 0.69
O -0.0652 0.3837 2.0119 -0.02 0.01 -0.29 -0.25
N -0.0190 1.5324 2.6983 0.00 -0.09 -0.02 -0.18
C 0.0235 1.4014 4.0457 0.00 -0.05 -0.06 -0.01
C 0.0789 2.4891 4.8655 0.00 0.01 0.08 -0.04
C 0.0937 3.7593 4.2883 0.00 0.06 -0.02 -0.05
C 0.0472 3.8748 2.9224 -0.01 0.02 -0.04 -0.08
C -0.0154 2.7470 2.0881 0.01 -0.11 -0.08 -0.62
S -0.0910 2.9205 0.3622 0.03 -0.02 0.00 0.66
H 0.0108 0.3776 4.3866 0.00 0.01 -0.03 0.14
H 0.1102 2.3437 5.9353 0.00 0.01 -0.02 0.12
H 0.1410 4.6448 4.9087 0.00 -0.03 -0.03 0.12
H 0.0546 4.8413 2.4394 0.00 -0.01 0.01 0.11
O 4.7462 4.2109 -3.8855 0.08 -0.02 0.05 -0.03
C 5.3964 4.0890 -2.6325 -0.16 -0.12 -0.07 -0.23
N 4.6064 3.1593 -1.8620 0.06 -0.07 -0.15 0.10
C 5.0997 1.9614 -1.4607 0.06 0.13 0.38 -0.43
O 6.2764 1.6699 -1.4946 0.02 -0.04 -0.18 0.09
C 4.1273 0.9921 -0.8247 0.05 0.05 -0.16 -0.08
C 4.6632 -0.1373 -0.2224 0.11 -0.08 0.04 0.04
C 3.8220 -1.0526 0.3850 0.07 -0.03 0.01 -0.01
C 2.4654 -0.8111 0.3673 -0.06 0.04 -0.04 -0.10
N 1.9336 0.2656 -0.2318 0.38 -0.08 0.08 -0.07
C 2.7580 1.1522 -0.8065 -0.14 -0.03 -0.05 -0.06
H 5.3261 4.6711 -4.5002 0.00 0.03 -0.01 0.09
H 5.4342 5.0501 -2.1202 -0.03 0.10 0.02 0.13
H 6.3982 3.6766 -2.7174 0.07 -0.04 0.01 0.13
H 3.6136 3.3080 -1.9069 -0.04 0.04 0.07 0.13
H 5.7384 -0.2664 -0.2402 -0.04 0.00 0.00 0.13
H 4.2070 -1.9366 0.8735 0.00 0.02 -0.01 0.12
H 1.7725 -1.4839 0.8586 -0.02 0.02 -0.01 0.12
H 2.2681 2.0092 -1.2476 -0.03 0.01 0.02 0.09
N -7.2429 0.6895 -0.9135 -0.04 0.08 -0.05 0.17
C -8.5146 0.2860 -0.5622 0.01 0.12 -0.14 -0.19
C -9.7793 0.6482 -1.0284 0.07 -0.02 0.02 -0.02
C -10.8503 0.0224 -0.4305 -0.02 -0.06 0.06 -0.08
C -10.6769 -0.9310 0.5958 -0.02 0.06 -0.06 -0.08
C -9.4254 -1.2788 1.0474 0.00 -0.04 0.04 -0.01
C -8.3246 -0.6542 0.4530 0.05 -0.15 0.16 -0.22
N -6.9746 -0.8140 0.7107 -0.22 -0.04 0.07 0.19
C -6.3754 -0.0030 -0.1119 0.20 0.05 -0.09 -0.29
C -4.9172 0.1331 -0.1629 -0.24 0.00 -0.05 -0.10
C -4.2545 0.9846 -1.0399 -0.03 0.09 -0.11 0.02
C -2.8798 1.0456 -1.0111 0.05 -0.07 0.03 -0.11
N -2.1384 0.3087 -0.1701 -0.50 0.05 -0.07 -0.09
C -2.7819 -0.5084 0.6837 0.11 0.01 -0.02 -0.09
C -4.1490 -0.6263 0.7128 0.02 -0.13 0.13 0.03
H -7.0131 1.3653 -1.6196 0.00 0.00 0.01 0.15
H -9.9167 1.3780 -1.8160 0.01 -0.02 0.02 0.11
H -11.8533 0.2668 -0.7561 0.02 -0.01 0.01 0.11
H -11.5519 -1.3947 1.0325 0.02 0.02 -0.02 0.11
H -9.2845 -2.0090 1.8343 0.00 0.03 -0.04 0.12
H -4.7826 1.6141 -1.7429 0.00 -0.02 0.01 0.12
H -2.3454 1.7173 -1.6706 0.02 0.00 0.02 0.11
H -2.1611 -1.0628 1.3751 0.03 0.02 0.00 0.12
H -4.6356 -1.2923 1.4111 0.00 0.02 -0.02 0.12

---

66
Properties=species:S:1:pos:R:3:forces:R:3:lowdin_charge:R:1 method="wB97M-V/def2-TZVPD" gap_ev=5.84 energy_ev=-81746.141 max_force_ev_per_a=2.26 charge=-1
C -0.9206 0.0343 -1.8309 -0.16 0.14 0.25 -0.20
C -0.2536 1.1803 -1.0816 0.04 -0.71 -0.26 -0.81
I -1.7594 1.9877 0.2483 0.11 0.43 -0.08 0.92
C 0.9344 0.6965 -0.2841 -0.12 0.51 0.52 -0.43
P 2.0846 2.1067 0.2854 -0.15 0.41 -2.22 0.61
N 3.2115 3.5773 0.8082 -0.36 -0.31 0.18 -0.04
C 4.1665 3.6844 0.0965 -0.53 0.12 0.51 -0.56
O 5.0912 3.7838 -0.6090 1.16 0.19 -0.80 0.08
N 2.0995 1.5321 2.1022 -0.89 0.07 0.58 -0.03
C 2.6110 0.2751 2.3515 0.93 0.26 -0.10 -0.57
O 3.7678 -0.0020 2.3281 -0.09 -0.23 -0.04 0.15
F 1.7093 -0.6926 2.5639 -0.31 -0.15 0.06 0.11
C 1.1865 1.9654 3.0069 -0.05 -0.68 1.04 -0.59
O 0.7872 1.3721 3.9805 0.10 0.57 -0.42 0.10
F 0.7909 3.2290 2.7936 0.04 -0.10 -0.15 0.07
H -1.5006 -0.5672 -1.1403 -0.06 -0.25 0.07 0.04
H -0.1583 -0.6003 -2.2681 0.15 -0.06 -0.27 0.07
H -1.5953 0.3847 -2.6039 -0.14 0.05 -0.17 0.05
H 0.0406 1.9618 -1.7722 -0.06 0.37 0.03 0.05
H 1.5415 0.0506 -0.9143 0.10 -0.12 -0.22 0.08
H 0.5312 0.0956 0.5287 0.20 -0.22 0.18 0.06
H 0.9969 2.9798 0.5199 0.15 -0.17 0.55 -0.03
H 2.1228 2.5600 -1.1010 0.04 -0.04 0.10 0.00
H 3.2400 1.3010 0.0325 0.03 0.03 0.69 0.02
C 6.0769 -3.8223 5.7920 0.11 0.03 0.12 0.07
C 5.1702 -4.2038 4.8837 0.21 -0.03 0.10 -0.24
C 4.0074 -3.3267 4.4929 -0.09 0.41 0.12 -0.30
O 3.2500 -3.7640 3.6490 -0.01 -0.23 -0.05 0.11
C 3.8652 -2.0399 5.1459 -0.20 -0.03 -0.10 0.08
C 4.7713 -1.6587 6.0556 -0.17 0.00 -0.15 -0.23
C 5.9442 -2.5248 6.4281 0.10 -0.31 -0.12 -0.32
O 6.7282 -2.0939 7.2552 -0.04 0.15 0.09 0.09
O 4.7166 -0.5009 6.6987 0.05 0.04 0.09 0.12
O 5.2091 -5.3680 4.2533 -0.04 -0.08 -0.07 0.11
H 6.9141 -4.4435 6.0770 0.00 -0.01 -0.02 0.13
H 3.0224 -1.4221 4.8684 0.03 0.04 -0.02 0.13
H 5.4940 -0.4815 7.2867 0.05 0.01 0.01 0.12
H 4.4354 -5.3653 3.6547 -0.05 0.05 -0.04 0.12
C -4.7159 -0.4338 0.6202 0.14 -0.02 -0.15 0.06
C -5.6088 -0.1286 1.5721 0.19 0.02 -0.12 -0.23
C -6.8014 -1.0001 1.8643 -0.11 -0.30 -0.15 -0.32
O -7.5523 -0.6536 2.7581 0.02 0.16 0.08 0.10
C -6.9951 -2.1975 1.0671 -0.11 0.03 0.11 0.07
C -6.1055 -2.5024 0.1140 -0.19 -0.05 0.12 -0.24
C -4.8991 -1.6403 -0.1607 0.12 0.36 0.18 -0.31
O -4.1438 -2.0158 -1.0383 -0.04 -0.17 -0.13 0.10
O -6.2011 -3.5720 -0.6617 0.04 -0.06 -0.08 0.11
O -5.5196 0.9541 2.3306 -0.07 0.04 0.07 0.12
H -3.8520 0.1906 0.4081 -0.16 -0.13 0.06 0.01
H -7.8617 -2.8093 1.2733 0.01 -0.02 -0.01 0.13
H -5.4214 -3.5393 -1.2507 0.07 0.02 -0.01 0.12
H -6.2851 0.9272 2.9344 -0.03 -0.01 0.04 0.12
C -0.1855 0.9680 -6.9224 0.06 -0.03 0.12 0.08
C -0.8313 1.2601 -8.0575 0.16 -0.11 0.11 -0.24
C -1.9936 2.2169 -8.0944 -0.18 0.20 0.28 -0.32
O -2.5050 2.4313 -9.1800 0.06 -0.10 -0.16 0.09
C -2.4351 2.8171 -6.8541 -0.06 0.03 -0.14 0.07
C -1.7932 2.5259 -5.7115 -0.17 0.11 -0.12 -0.23
C -0.6129 1.5864 -5.6784 0.12 -0.16 -0.28 -0.30
O -0.0845 1.3948 -4.6040 0.00 0.06 0.18 0.12
O -2.1352 3.0290 -4.5410 0.06 -0.04 0.10 0.13
O -0.5109 0.7429 -9.2364 -0.02 0.00 -0.10 0.11
H 0.6509 0.2847 -6.8859 0.01 0.00 -0.02 0.14
H -3.2799 3.4898 -6.8901 0.00 0.02 0.03 0.13
H -1.5127 2.6618 -3.8816 0.01 0.01 0.04 0.12
H -1.1387 1.1310 -9.8757 -0.04 0.04 -0.02 0.12